No. 1
{
  "formula": "C5H10O",
  "method": "the ωB97M-V functional and the def2-TZVPD basis",
  "species": ["H", "C", "H", "C", "C", "H", "H", "O", "H", "H", "C", "C", "H", "H", "H", "H"],
  "coordinates": [[-1.200, -0.496, 1.320], [-0.662, -0.473, 0.382], [-0.807, 2.017, 1.445], [1.499, -1.115, -0.761], [-0.314, 1.984, 0.466], [-0.329, 0.789, -1.345], [2.364, -1.787, -0.738], [-0.778, -1.699, -0.257], [-0.494, 2.941, -0.030], [1.767, -0.128, -1.144], [-0.833, 0.818, -0.373], [0.596, -1.202, 0.424], [0.607, -1.511, -1.280], [-1.902, 0.931, -0.578], [0.874, -1.813, 1.279], [0.765, 1.894, 0.643]],
  "atomic_forces_ev_per_a": [[-0.23, 0.43, 0.34], [-0.20, 0.72, 0.69], [0.06, -0.01, -0.14], [-0.28, -0.28, -0.16], [0.01, 0.11, 0.03], [-0.05, -0.09, 0.18], [-0.38, 0.15, -0.02], [0.68, -0.47, 1.32], [0.02, -0.09, 0.05], [0.01, -0.01, 0.36], [-0.11, 0.04, -0.08], [-0.91, -0.79, -0.41], [1.76, 0.01, -2.05], [0.06, 0.09, -0.01], [-0.28, 0.20, -0.06], [-0.16, -0.01, -0.04]],
  "lowdin_charge": [0.14, -0.40, 0.08, -0.05, -0.10, 0.11, 0.08, -0.07, 0.07, 0.08, -0.20, -0.15, 0.09, 0.12, 0.14, 0.08],
  "relative_energy_kcal_mol": 55.1,
  "e_homo_ha": -0.3540,
  "fmax_ev_per_a": 2.70
}



No. 2
{
  "formula": "C5H10O",
  "method": "the ωB97M-V functional and the def2-TZVPD basis",
  "species": ["H", "H", "C", "H", "H", "C", "H", "H", "H", "H", "H", "C", "O", "C", "C", "H"],
  "coordinates": [[-1.157, 1.944, 1.125], [-0.974, -2.177, -1.490], [-0.186, 1.542, 0.802], [0.619, -2.600, -0.863], [0.183, -0.029, 2.367], [-0.082, 1.223, -0.706], [0.854, 1.640, -1.097], [0.602, 2.208, 1.169], [1.030, -0.463, -1.568], [-0.893, -0.354, 0.853], [-0.661, -2.248, 0.255], [-0.002, 0.127, 1.302], [1.055, -0.419, 0.526], [-0.248, -1.927, -0.714], [0.363, -0.450, -0.717], [-0.896, 1.698, -1.284]],
  "atomic_forces_ev_per_a": [[0.20, -0.09, -0.25], [0.01, 0.30, -0.04], [0.07, -0.15, 0.00], [-0.27, 0.55, -0.07], [-0.17, -0.07, -0.16], [0.05, -0.82, -0.16], [-0.27, -0.13, 0.01], [-0.08, -0.07, -0.21], [0.59, -0.03, 0.01], [-0.19, -0.18, 1.64], [-0.02, 0.49, -0.31], [-0.24, 0.02, 0.27], [0.07, 0.15, -0.10], [-0.20, 0.47, -0.18], [0.30, 0.47, -0.51], [0.16, -0.92, 0.06]],
  "lowdin_charge": [0.11, 0.07, -0.18, 0.08, 0.13, -0.07, 0.09, 0.11, 0.11, 0.11, 0.07, -0.24, -0.14, -0.04, -0.29, 0.10],
  "relative_energy_kcal_mol": 51.7,
  "e_homo_ha": -0.3587,
  "fmax_ev_per_a": 1.66
}